{
  "formula": "C40H41BrCdCl5IN5OS",
  "method": "ωB97M-V/def2-TZVPD",
  "elements": ["Cd", "C", "N", "C", "C", "C", "C", "C", "N", "C", "C", "C", "C", "C", "C", "H", "H", "H", "H", "H", "H", "H", "H", "H", "H", "H", "Cl", "C", "C", "C", "Cl", "C", "Cl", "C", "Cl", "C", "Cl", "C", "C", "C", "C", "C", "C", "C", "Br", "C", "O", "C", "C", "C", "C", "C", "C", "H", "H", "H", "H", "H", "H", "H", "H", "H", "H", "H", "H", "H", "H", "H", "H", "H", "H", "H", "H", "I", "C", "C", "C", "C", "N", "C", "H", "H", "H", "H", "S", "C", "N", "C", "C", "N", "H", "H", "H", "H", "H", "H"],
  "positions_angstrom": [[0.13, 0.06, -0.27], [-3.21, 1.13, 1.30], [-1.76, 1.18, 1.21], [-1.15, 1.84, 2.13], [0.24, 2.12, 2.06], [1.05, 2.88, 2.91], [2.32, 2.89, 2.34], [2.21, 2.13, 1.16], [0.97, 1.67, 0.99], [-3.84, 2.43, 0.85], [-3.56, 2.97, -0.41], [-4.09, 4.18, -0.80], [-4.90, 4.91, 0.07], [-5.17, 4.40, 1.33], [-4.64, 3.17, 1.71], [-3.55, 0.95, 2.33], [-3.55, 0.29, 0.68], [-1.70, 2.26, 2.98], [0.74, 3.37, 3.83], [3.21, 3.36, 2.71], [3.00, 1.91, 0.45], [-2.90, 2.43, -1.06], [-3.86, 4.57, -1.79], [-5.31, 5.86, -0.24], [-5.78, 4.96, 2.02], [-4.87, 2.78, 2.70], [-2.54, 0.09, -2.39], [-1.66, -1.39, -2.50], [-0.58, -1.61, -1.64], [0.02, -2.86, -1.81], [1.37, -3.28, -0.83], [-0.40, -3.81, -2.74], [0.40, -5.33, -2.87], [-1.47, -3.54, -3.57], [-2.03, -4.71, -4.70], [-2.11, -2.31, -3.45], [-3.45, -1.95, -4.49], [8.02, -2.73, -0.79], [6.93, -2.83, 0.28], [7.51, -2.29, 1.59], [6.56, -4.31, 0.45], [5.68, -2.03, -0.10], [4.62, -1.94, 0.78], [3.48, -1.25, 0.45], [2.07, -1.24, 1.78], [3.26, -0.61, -0.80], [2.17, -0.03, -1.14], [4.39, -0.68, -1.70], [5.53, -1.38, -1.33], [4.29, -0.01, -3.07], [5.59, -0.13, -3.86], [3.99, 1.49, -2.92], [3.18, -0.69, -3.89], [8.90, -3.30, -0.47], [8.33, -1.70, -0.95], [7.68, -3.14, -1.74], [8.40, -2.86, 1.88], [6.79, -2.36, 2.41], [7.78, -1.24, 1.49], [7.43, -4.90, 0.74], [6.17, -4.71, -0.49], [5.79, -4.44, 1.21], [4.66, -2.42, 1.75], [6.35, -1.43, -2.03], [6.42, 0.35, -3.34], [5.48, 0.37, -4.83], [5.85, -1.17, -4.06], [4.79, 1.99, -2.37], [3.05, 1.64, -2.38], [3.90, 1.97, -3.90], [3.43, -1.74, -4.07], [3.04, -0.20, -4.86], [2.24, -0.66, -3.34], [-0.27, 6.43, -0.88], [-0.03, 4.62, -1.90], [0.31, 4.60, -3.24], [0.43, 3.36, -3.86], [0.23, 2.22, -3.11], [-0.10, 2.25, -1.82], [-0.23, 3.43, -1.22], [0.47, 5.51, -3.79], [0.68, 3.29, -4.91], [0.32, 1.23, -3.55], [-0.50, 3.41, -0.17], [-2.55, -2.75, 0.64], [-3.10, -3.23, 2.12], [-2.91, -4.44, 2.69], [-3.48, -4.56, 4.02], [-4.08, -3.15, 4.25], [-3.84, -2.49, 2.98], [-2.36, -5.15, 2.24], [-2.72, -4.80, 4.76], [-4.25, -5.33, 4.06], [-3.59, -2.64, 5.08], [-5.15, -3.21, 4.47], [-3.90, -1.49, 2.87]],
  "e_lumo_ev": 2.03,
  "largest_force_ev_per_a": 0.60,
  "homo_lumo_gap_ha": 0.2351,
  "relative_energy_kcal_mol": 5.4,
  "homo_energy_ev": -4.369,
  "total_charge": -1,
  "spin_multiplicity": 1
}

---

{
  "formula": "C40H41BrGe2NZr",
  "method": "ωB97M-V/def2-TZVPD",
  "elements": ["Zr", "C", "C", "C", "C", "C", "H", "H", "H", "H", "H", "C", "C", "C", "C", "C", "Br", "N", "C", "H", "H", "H", "H", "H", "H", "C", "Ge", "C", "C", "Ge", "C", "C", "C", "C", "C", "C", "C", "C", "C", "C", "C", "C", "H", "H", "H", "H", "H", "H", "H", "H", "H", "H", "H", "H", "H", "H", "H", "H", "H", "H", "H", "C", "C", "C", "C", "C", "C", "C", "C", "C", "C", "C", "C", "C", "C", "H", "H", "H", "H", "H", "H", "H", "H", "H", "H", "H"],
  "positions_angstrom": [[0.10, -0.25, 1.82], [-0.79, -2.14, 3.25], [-0.87, -0.95, 4.01], [0.44, -0.50, 4.28], [1.33, -1.39, 3.64], [0.56, -2.41, 3.01], [-1.62, -2.73, 2.89], [-1.78, -0.49, 4.36], [0.71, 0.37, 4.85], [2.41, -1.33, 3.63], [0.96, -3.24, 2.45], [-5.40, -2.12, 0.32], [-4.52, -1.05, 0.89], [-5.04, 0.16, 1.34], [-4.21, 1.14, 1.85], [-2.87, 0.85, 1.90], [-1.56, 2.08, 2.54], [-2.32, -0.28, 1.49], [-3.15, -1.22, 1.00], [-6.06, -1.70, -0.44], [-6.03, -2.56, 1.09], [-4.81, -2.92, -0.14], [-6.11, 0.34, 1.27], [-4.59, 2.09, 2.20], [-2.68, -2.14, 0.66], [1.80, 2.48, -3.36], [3.05, 1.32, -2.42], [3.63, -0.27, -3.39], [4.58, 2.31, -1.73], [1.90, 0.55, -0.38], [1.64, 1.96, 1.00], [1.91, 1.83, 2.37], [1.72, 2.90, 3.26], [1.28, 4.11, 2.78], [1.03, 4.28, 1.42], [1.20, 3.22, 0.55], [2.78, -0.88, 0.65], [2.58, -2.24, 0.41], [3.43, -3.20, 0.96], [4.51, -2.81, 1.73], [4.76, -1.46, 1.94], [3.91, -0.51, 1.40], [2.15, 2.65, -4.38], [1.76, 3.45, -2.86], [0.79, 2.07, -3.41], [4.32, 0.03, -4.18], [2.80, -0.82, -3.84], [4.15, -0.95, -2.71], [5.14, 2.75, -2.56], [5.26, 1.66, -1.18], [4.27, 3.12, -1.07], [2.35, 0.92, 2.77], [1.95, 2.77, 4.31], [1.15, 4.95, 3.46], [0.71, 5.25, 1.04], [1.01, 3.38, -0.51], [1.77, -2.57, -0.23], [3.25, -4.25, 0.76], [5.17, -3.56, 2.15], [5.63, -1.15, 2.51], [4.15, 0.54, 1.56], [-4.72, 1.48, -2.59], [-4.20, 0.19, -2.50], [-2.96, -0.03, -1.93], [-2.21, 1.05, -1.43], [-2.76, 2.34, -1.52], [-4.00, 2.55, -2.10], [-0.89, 0.96, -0.80], [0.00, -0.07, -0.71], [-0.14, -1.29, -1.57], [0.03, -1.18, -2.95], [-0.13, -2.28, -3.78], [-0.46, -3.51, -3.24], [-0.63, -3.65, -1.87], [-0.46, -2.54, -1.04], [-5.69, 1.64, -3.05], [-4.76, -0.65, -2.89], [-2.57, -1.04, -1.89], [-2.20, 3.18, -1.13], [-4.39, 3.56, -2.17], [-0.63, 1.89, -0.30], [0.27, -0.21, -3.37], [0.01, -2.17, -4.84], [-0.59, -4.37, -3.89], [-0.88, -4.61, -1.44], [-0.57, -2.66, 0.03]],
  "s_squared": 0.75,
  "e_lumo_ev": [-5.83, -6.02],
  "largest_force_ev_per_a": 1.02,
  "homo_lumo_gap_ha": [0.2450, 0.2782],
  "relative_energy_kcal_mol": 0.0,
  "homo_energy_ev": [-12.492, -13.595],
  "total_charge": 2,
  "spin_multiplicity": 2
}

---

{
  "formula": "C40H41N2O4PS2",
  "method": "ωB97M-V/def2-TZVPD",
  "elements": ["C", "C", "C", "C", "C", "C", "N", "P", "H", "N", "C", "C", "C", "C", "C", "C", "C", "C", "C", "C", "C", "C", "C", "C", "H", "H", "H", "H", "H", "H", "H", "H", "H", "H", "H", "H", "H", "H", "H", "H", "H", "H", "H", "H", "H", "H", "H", "H", "C", "C", "C", "C", "S", "C", "C", "C", "C", "C", "C", "C", "C", "S", "C", "C", "C", "C", "C", "C", "O", "O", "O", "O", "C", "C", "H", "H", "H", "H", "H", "H", "H", "H", "H", "H", "H", "H", "H", "H", "H", "H"],
  "positions_angstrom": [[5.24, 12.84, 10.50], [3.82, 12.39, 10.68], [3.15, 12.72, 11.86], [1.81, 12.37, 12.06], [1.07, 12.79, 13.29], [1.15, 11.65, 11.04], [-0.27, 11.39, 11.14], [-1.42, 12.42, 10.41], [-1.79, 8.03, 8.03], [-2.63, 11.65, 11.36], [-3.85, 12.34, 11.70], [-5.10, 11.71, 11.58], [-5.33, 10.50, 10.74], [-6.18, 12.23, 12.29], [-6.05, 13.38, 13.07], [-7.20, 13.89, 13.88], [-4.83, 14.06, 13.07], [-3.73, 13.57, 12.38], [-2.43, 14.30, 12.56], [-2.12, 10.72, 12.27], [-0.79, 10.56, 12.14], [1.81, 11.31, 9.85], [1.11, 10.57, 8.76], [3.13, 11.70, 9.68], [5.71, 12.31, 9.67], [5.29, 13.91, 10.27], [5.81, 12.67, 11.42], [3.67, 13.30, 12.63], [0.68, 11.95, 13.87], [1.75, 13.35, 13.95], [0.22, 13.46, 13.05], [-6.39, 10.49, 10.42], [-4.71, 10.49, 9.84], [-5.15, 9.57, 11.29], [-7.14, 11.72, 12.22], [-6.86, 14.65, 14.58], [-7.98, 14.33, 13.24], [-7.69, 13.08, 14.45], [-4.76, 14.97, 13.66], [-2.60, 15.39, 12.50], [-2.02, 14.13, 13.57], [-1.65, 14.07, 11.79], [-2.80, 10.25, 12.98], [-0.13, 9.93, 12.71], [1.85, 10.15, 8.07], [0.49, 9.75, 9.13], [0.46, 11.23, 8.18], [3.65, 11.47, 8.75], [-2.90, 6.27, 11.88], [-2.83, 5.16, 11.03], [-3.15, 5.29, 9.68], [-3.52, 6.53, 9.14], [-4.05, 6.65, 7.40], [-2.80, 7.42, 6.42], [-2.05, 8.49, 7.12], [-0.74, 8.86, 6.40], [0.24, 7.87, 6.42], [1.40, 8.03, 5.66], [1.63, 9.23, 4.98], [0.71, 10.28, 5.11], [-0.47, 10.10, 5.84], [-2.28, 6.91, 4.82], [-3.62, 5.90, 4.22], [-3.55, 4.51, 4.33], [-4.61, 3.74, 3.85], [-5.72, 4.36, 3.29], [-5.78, 5.76, 3.19], [-4.72, 6.53, 3.66], [-2.18, 8.02, 3.89], [-1.16, 6.00, 4.94], [-4.20, 5.26, 7.03], [-5.20, 7.53, 7.44], [-3.61, 7.64, 9.99], [-3.32, 7.51, 11.35], [-2.68, 6.20, 12.94], [-2.53, 4.19, 11.44], [-3.13, 4.41, 9.03], [-2.71, 9.35, 7.30], [0.09, 6.97, 7.01], [2.08, 7.19, 5.58], [2.50, 9.32, 4.34], [0.90, 11.22, 4.63], [-1.21, 10.91, 5.93], [-2.68, 4.05, 4.81], [-4.55, 2.66, 3.93], [-6.55, 3.76, 2.92], [-6.64, 6.26, 2.75], [-4.75, 7.62, 3.63], [-3.93, 8.60, 9.58], [-3.43, 8.36, 12.03]],
  "e_lumo_ev": -2.41,
  "largest_force_ev_per_a": 3.07,
  "homo_lumo_gap_ha": 0.1161,
  "relative_energy_kcal_mol": 0.0,
  "homo_energy_ev": -5.565,
  "total_charge": 0,
  "spin_multiplicity": 1
}

---

{
  "formula": "C40H41OPdSi3Te",
  "method": "ωB97M-V/def2-TZVPD",
  "elements": ["Pd", "C", "Si", "C", "C", "C", "C", "C", "C", "C", "Si", "C", "C", "H", "H", "H", "H", "H", "H", "H", "H", "H", "H", "H", "H", "H", "H", "H", "H", "Te", "C", "C", "C", "C", "C", "C", "C", "C", "C", "C", "C", "C", "H", "H", "H", "H", "H", "H", "H", "H", "H", "H", "O", "Si", "C", "C", "C", "C", "C", "C", "C", "C", "C", "C", "C", "C", "C", "C", "C", "C", "C", "C", "H", "H", "H", "H", "H", "H", "H", "H", "H", "H", "H", "H", "H", "H", "H"],
  "positions_angstrom": [[0.21, 0.11, -0.24], [1.66, -1.24, 2.69], [0.17, -0.27, 2.12], [-1.35, -1.23, 2.56], [0.20, 1.46, 2.81], [0.25, 1.63, 4.20], [0.27, 2.89, 4.76], [0.23, 4.01, 3.94], [0.18, 3.86, 2.56], [0.16, 2.59, 1.99], [0.02, 2.45, 0.14], [1.45, 3.25, -0.75], [-1.60, 3.07, -0.51], [1.56, -1.31, 3.78], [2.59, -0.73, 2.47], [1.67, -2.25, 2.29], [-1.36, -1.30, 3.65], [-1.31, -2.25, 2.16], [-2.26, -0.74, 2.23], [0.28, 0.76, 4.86], [0.31, 3.01, 5.83], [0.25, 5.01, 4.37], [0.14, 4.75, 1.94], [1.29, 4.33, -0.67], [1.48, 3.01, -1.82], [2.41, 3.03, -0.29], [-1.75, 4.05, -0.03], [-2.44, 2.43, -0.24], [-1.61, 3.22, -1.58], [2.70, 0.00, -0.90], [3.46, -1.96, -0.80], [3.62, -2.59, -2.03], [4.15, -3.88, -2.07], [4.52, -4.52, -0.90], [4.37, -3.88, 0.32], [3.84, -2.60, 0.38], [4.26, 1.10, 0.00], [4.98, 1.92, -0.86], [6.04, 2.65, -0.36], [6.38, 2.57, 0.99], [5.65, 1.76, 1.84], [4.58, 1.01, 1.35], [3.34, -2.09, -2.94], [4.27, -4.37, -3.03], [4.93, -5.52, -0.94], [4.67, -4.38, 1.23], [3.74, -2.11, 1.33], [4.73, 1.98, -1.91], [6.61, 3.29, -1.02], [7.21, 3.15, 1.37], [5.91, 1.69, 2.89], [4.02, 0.38, 2.02], [-1.70, -0.06, -0.24], [-3.11, -0.69, -0.76], [-3.62, 0.23, -2.31], [-4.93, 0.14, -2.78], [-5.32, 0.80, -3.94], [-4.41, 1.57, -4.64], [-3.10, 1.67, -4.19], [-2.71, 1.01, -3.03], [-2.94, -2.51, -1.19], [-2.84, -2.92, -2.52], [-2.64, -4.25, -2.85], [-2.52, -5.20, -1.85], [-2.62, -4.82, -0.52], [-2.83, -3.49, -0.20], [-4.39, -0.49, 0.60], [-5.42, -1.42, 0.77], [-6.38, -1.25, 1.75], [-6.33, -0.15, 2.59], [-5.31, 0.78, 2.45], [-4.35, 0.61, 1.46], [-5.66, -0.46, -2.24], [-6.34, 0.71, -4.29], [-4.71, 2.09, -5.54], [-2.38, 2.27, -4.74], [-1.69, 1.08, -2.70], [-2.94, -2.19, -3.32], [-2.57, -4.55, -3.89], [-2.36, -6.24, -2.10], [-2.55, -5.56, 0.27], [-2.93, -3.21, 0.85], [-5.46, -2.29, 0.13], [-7.17, -1.98, 1.86], [-7.08, -0.02, 3.36], [-5.27, 1.64, 3.10], [-3.56, 1.34, 1.37]],
  "e_lumo_ev": -3.68,
  "largest_force_ev_per_a": 0.61,
  "homo_lumo_gap_ha": 0.2659,
  "relative_energy_kcal_mol": 0.0,
  "homo_energy_ev": -10.916,
  "total_charge": 1,
  "spin_multiplicity": 1
}

---

{
  "formula": "C40H42BFeIN8S3",
  "method": "ωB97M-V/def2-TZVPD",
  "elements": ["Fe", "C", "C", "C", "C", "C", "C", "C", "N", "C", "N", "C", "C", "C", "C", "C", "C", "C", "N", "C", "C", "C", "C", "C", "C", "C", "H", "H", "H", "H", "H", "H", "H", "H", "H", "H", "H", "H", "H", "H", "H", "H", "H", "H", "H", "H", "H", "H", "C", "C", "C", "C", "C", "C", "C", "C", "C", "S", "C", "N", "H", "H", "H", "H", "H", "H", "H", "H", "C", "N", "C", "C", "N", "B", "N", "C", "C", "N", "C", "C", "S", "C", "S", "H", "H", "H", "H", "H", "H", "H", "H", "H", "H", "H", "H", "I"],
  "positions_angstrom": [[0.99, 0.33, -0.25], [-6.04, -2.06, -0.83], [-5.79, -1.31, 0.44], [-6.84, -0.92, 1.26], [-6.62, -0.21, 2.44], [-5.32, 0.13, 2.78], [-4.26, -0.23, 1.98], [-4.48, -0.97, 0.81], [-3.44, -1.39, -0.03], [-2.11, -0.93, 0.14], [-1.54, -1.43, 1.28], [-0.78, -0.63, 2.15], [-0.17, 0.52, 1.66], [0.13, 1.50, 2.60], [0.00, 1.27, 3.97], [-0.39, 0.01, 4.42], [-0.80, -0.96, 3.51], [-1.27, -2.31, 3.98], [-1.51, -0.14, -0.66], [-2.25, 0.31, -1.79], [-2.38, -0.53, -2.90], [-3.11, -0.11, -4.00], [-3.74, 1.12, -3.99], [-3.63, 1.94, -2.87], [-2.89, 1.55, -1.76], [-2.78, 2.42, -0.54], [-7.09, -2.32, -0.93], [-5.45, -2.99, -0.87], [-5.76, -1.47, -1.71], [-7.85, -1.18, 0.98], [-7.46, 0.09, 3.06], [-5.13, 0.70, 3.68], [-3.26, 0.09, 2.25], [-3.70, -1.43, -1.01], [-2.10, -2.15, 1.71], [0.47, 2.47, 2.27], [0.23, 2.05, 4.68], [-0.41, -0.20, 5.48], [-0.89, -2.51, 4.99], [-0.91, -3.11, 3.32], [-2.37, -2.37, 4.02], [-1.88, -1.48, -2.88], [-3.18, -0.76, -4.87], [-4.31, 1.46, -4.85], [-4.13, 2.90, -2.85], [-3.22, 3.40, -0.72], [-1.73, 2.55, -0.25], [-3.29, 1.97, 0.32], [2.79, 0.11, 3.16], [3.04, 1.51, 2.68], [3.97, 2.32, 3.38], [4.24, 3.57, 2.92], [3.58, 4.06, 1.77], [3.80, 5.36, 1.27], [3.10, 5.78, 0.17], [2.18, 4.92, -0.46], [1.95, 3.63, -0.02], [0.81, 2.65, -0.89], [2.67, 3.18, 1.13], [2.44, 1.93, 1.60], [2.63, 0.11, 4.25], [3.65, -0.51, 2.93], [1.90, -0.30, 2.68], [4.43, 1.94, 4.28], [4.96, 4.21, 3.43], [4.51, 6.00, 1.76], [3.26, 6.77, -0.24], [1.62, 5.27, -1.32], [2.76, 1.77, -4.14], [2.93, 0.33, -4.15], [3.96, -0.36, -4.73], [3.70, -1.67, -4.54], [2.52, -1.79, -3.85], [1.90, -3.16, -3.41], [2.59, -3.58, -2.06], [3.83, -4.18, -2.04], [4.20, -4.37, -0.76], [3.18, -3.87, 0.01], [3.17, -3.81, 1.46], [2.20, -3.37, -0.79], [0.78, -2.67, -0.18], [2.04, -0.54, -3.62], [0.56, -0.06, -2.91], [3.73, 2.24, -4.29], [2.34, 2.08, -3.18], [2.07, 2.08, -4.93], [4.79, 0.14, -5.20], [4.27, -2.53, -4.84], [0.72, -3.05, -3.28], [2.24, -3.99, -4.23], [4.34, -4.44, -2.95], [5.10, -4.77, -0.33], [4.19, -3.80, 1.82], [2.63, -4.66, 1.88], [2.65, -2.90, 1.76], [3.56, -0.26, -0.67]],
  "s_squared": 8.77,
  "e_lumo_ev": [2.53, 2.26],
  "largest_force_ev_per_a": 1.03,
  "homo_lumo_gap_ha": [0.2523, 0.2435],
  "relative_energy_kcal_mol": 3.8,
  "homo_energy_ev": [-4.338, -4.367],
  "total_charge": -1,
  "spin_multiplicity": 6
}